#1
This record from the OMol25 dataset describes a 3-piece molecular cluster, C3H11NO3 overall. The level of theory is ωB97M-V/def2-TZVPD.

As for the expectation value of S²: 0.754. Its charge is -1. As for the multiplicity: 2. For the HOMO energy (spin up / spin down), the calculation gives 0.3 / -3.4 eV.

XYZ file:
```
18
C3H11NO3 (ωB97M-V/def2-TZVPD)
C 0.385 -1.185 -1.306
N 0.352 -0.300 -0.122
C 0.468 1.101 -0.417
C -0.388 2.020 0.434
O -0.796 1.661 1.580
H 0.751 -2.129 -0.902
H -0.609 -1.348 -1.731
H 1.085 -0.721 -1.988
H -0.410 -0.482 0.519
H 0.085 1.349 -1.427
H 1.541 1.416 -0.515
H -0.526 3.078 0.139
H -3.435 -0.353 -0.120
H -2.615 0.593 0.809
O -2.639 -0.288 0.386
H 3.013 -1.435 1.716
H 1.621 -1.218 1.156
O 2.117 -1.761 1.791
```



#2
This record from the OMol25 dataset describes a 3-piece molecular cluster, C3H11NO3 overall. The level of theory is ωB97M-V/def2-TZVPD.

As for the expectation value of S²: 0.754. Its charge is -1. As for the multiplicity: 2. For the HOMO energy (spin up / spin down), the calculation gives -0.2 / -3.6 eV.

XYZ file:
```
18
C3H11NO3 (ωB97M-V/def2-TZVPD)
O 1.317 1.551 0.095
C 0.832 1.448 -1.096
C -0.382 0.577 -1.451
C -0.552 -0.517 -0.413
N -1.594 1.371 -1.685
H 1.306 1.836 -2.015
H -0.084 0.139 -2.379
H -1.393 -1.181 -0.646
H -0.926 -0.073 0.525
H 0.290 -1.102 -0.196
H -1.734 1.985 -0.882
H -2.446 0.799 -1.691
H -0.740 -1.337 2.028
H -0.451 -0.855 3.406
O -0.626 -1.676 2.929
H 2.350 -1.623 1.634
H 2.081 -0.331 0.824
O 2.751 -1.011 1.014
```



Unit: kcal/mol. Relative energies: #1 12.1; #2 0.0.



#1
This record from the OMol25 dataset describes a 7-piece molecular cluster, C14H28O28S7 overall. The level of theory is ωB97M-V/def2-TZVPD.

As for the multiplicity: 1. For the HOMO energy, the calculation gives -11.0 eV. Its structure (SMILES) is O=S1(=O)OCCO1.O=S1(=O)OCCO1.O=S1(=O)OCCO1.O=S1(=O)OCCO1.O=S1(=O)OCCO1.O=S1(=O)OCCO1.O=S1(=O)OCCO1.

XYZ file:
```
77
C14H28O28S7 (ωB97M-V/def2-TZVPD)
O -1.452 -4.148 1.758
S -1.416 -3.795 3.192
O -2.590 -3.971 3.998
O -0.082 -4.659 3.817
C 1.129 -3.885 3.766
C 0.636 -2.467 3.263
O -0.766 -2.321 3.392
H 1.587 -3.809 4.752
H 1.806 -4.221 2.980
H 0.705 -2.357 2.181
H 1.169 -1.556 3.535
O 1.668 -2.806 -0.372
S 3.001 -3.479 -0.304
O 3.056 -4.899 -0.656
O 4.123 -2.662 -1.158
C 4.753 -1.708 -0.343
C 4.507 -1.950 1.128
O 3.729 -3.180 1.218
H 5.789 -1.920 -0.606
H 4.382 -0.721 -0.620
H 4.073 -1.126 1.694
H 5.460 -2.170 1.610
O -2.206 -1.594 -4.219
S -1.883 -3.009 -4.247
O -1.127 -3.534 -5.381
O -1.134 -3.610 -2.910
C -2.027 -3.942 -1.909
C -3.297 -4.488 -2.617
O -3.296 -3.827 -3.905
H -1.666 -4.759 -1.284
H -2.091 -3.104 -1.214
H -4.206 -4.268 -2.057
H -3.107 -5.532 -2.863
O 3.354 6.001 -4.662
S 3.443 4.816 -3.767
O 4.633 4.697 -2.955
O 2.130 4.756 -2.811
C 1.702 3.461 -2.578
C 1.749 2.856 -3.991
O 3.002 3.392 -4.467
H 2.364 2.960 -1.872
H 0.742 3.561 -2.071
H 0.898 3.022 -4.650
H 1.897 1.778 -3.928
O -5.056 2.144 1.048
S -4.562 0.864 0.597
O -4.295 -0.081 1.634
O -5.654 0.196 -0.479
C -5.123 -0.518 -1.474
C -3.730 0.182 -1.605
O -3.459 1.058 -0.565
H -5.029 -1.542 -1.112
H -5.845 -0.571 -2.289
H -3.628 0.853 -2.458
H -2.896 -0.520 -1.615
O 2.253 4.467 3.358
S 1.320 4.649 4.523
O 1.783 4.617 5.913
O 0.364 6.006 4.239
C -0.691 5.800 3.364
C -0.865 4.278 3.211
O -0.071 3.738 4.291
H -1.541 6.317 3.810
H -0.415 6.246 2.408
H -0.300 3.954 2.337
H -1.892 3.916 3.259
O 2.719 1.134 0.284
S 1.450 1.335 0.949
O 1.457 1.892 2.345
O 0.251 2.013 0.039
C -0.192 1.063 -1.003
C -0.277 -0.250 -0.181
O 0.656 -0.099 0.858
H -1.167 1.446 -1.303
H 0.565 0.987 -1.783
H -0.025 -1.115 -0.794
H -1.242 -0.279 0.326
```



#2
This record from the OMol25 dataset describes a 7-piece molecular cluster, C14H28O28S7 overall. The level of theory is ωB97M-V/def2-TZVPD.

As for the multiplicity: 1. For the HOMO energy, the calculation gives -10.9 eV. Its structure (SMILES) is O=S1(=O)OCCO1.O=S1(=O)OCCO1.O=S1(=O)OCCO1.O=S1(=O)OCCO1.O=S1(=O)OCCO1.O=S1(=O)OCCO1.O=S1(=O)OCCO1.

XYZ file:
```
77
C14H28O28S7 (ωB97M-V/def2-TZVPD)
O 0.818 3.998 -2.364
S 1.604 4.519 -1.208
O 2.663 5.550 -1.413
O 0.751 4.891 0.220
C 1.427 4.538 1.434
C 2.563 3.526 0.990
O 2.273 3.263 -0.406
H 1.759 5.411 1.995
H 0.779 3.955 2.088
H 2.632 2.598 1.558
H 3.532 3.945 1.261
O -2.543 -4.766 5.778
S -1.399 -3.893 5.454
O -0.055 -4.357 5.607
O -1.384 -3.276 3.846
C -1.670 -1.954 3.682
C -1.892 -1.440 5.087
O -1.446 -2.354 5.964
H -0.794 -1.436 3.291
H -2.483 -1.758 2.983
H -2.873 -1.031 5.328
H -1.087 -0.724 5.255
O 0.917 -3.763 0.506
S 2.337 -4.058 0.475
O 3.089 -3.604 -0.675
O 3.073 -3.692 1.908
C 2.898 -4.544 3.010
C 2.359 -5.780 2.291
O 2.712 -5.626 0.895
H 3.792 -4.542 3.634
H 2.152 -4.149 3.700
H 1.275 -5.871 2.362
H 2.773 -6.765 2.508
O -2.556 7.744 0.300
S -2.080 6.730 1.260
O -0.745 6.835 1.769
O -3.238 6.457 2.473
C -4.130 5.386 2.225
C -3.222 4.457 1.461
O -2.376 5.200 0.651
H -4.452 4.992 3.189
H -4.936 5.872 1.675
H -3.990 3.908 0.917
H -2.696 3.826 2.177
O 1.459 -3.612 -3.630
S 0.147 -3.912 -3.051
O -0.142 -5.175 -2.341
O -0.438 -2.594 -2.170
C -1.813 -2.135 -2.446
C -2.260 -2.938 -3.593
O -1.062 -3.626 -4.182
H -2.426 -2.262 -1.553
H -1.757 -1.086 -2.736
H -2.546 -2.232 -4.373
H -3.094 -3.623 -3.442
O -1.193 1.135 -4.229
S 0.101 1.208 -4.954
O 0.646 2.503 -5.279
O 1.233 0.271 -4.117
C 2.219 -0.133 -5.020
C 1.480 -0.404 -6.282
O 0.184 0.172 -6.206
H 2.869 0.736 -5.125
H 2.789 -0.962 -4.601
H 1.349 -1.476 -6.424
H 1.992 -0.071 -7.186
O -1.671 -0.462 -0.067
S -0.940 0.727 0.534
O -1.501 1.876 1.244
O 0.492 0.112 1.238
C 1.301 -0.397 0.078
C 0.915 0.334 -1.163
O 0.004 1.299 -0.682
H 2.356 -0.564 0.295
H 1.059 -1.429 -0.178
H 0.336 -0.282 -1.852
H 1.782 0.786 -1.645
```



Unit: kcal/mol. Relative energies: #1 0.0; #2 39.7.



#1
This record from the OMol25 dataset describes C30H31N3O6PRuSe2 as an isolated structure. The level of theory is ωB97M-V/def2-TZVPD.

As for the expectation value of S²: 8.765. As for the multiplicity: 6. For the HOMO energy (spin up / spin down), the calculation gives -7.1 / -8.7 eV.

XYZ file:
```
74
C30H31N3O6PRuSe2 (ωB97M-V/def2-TZVPD)
Ru -0.145 0.345 -0.283
N -1.383 1.426 1.400
N -2.624 0.783 1.579
C -2.950 -0.240 0.672
O -3.780 -1.072 0.991
O -2.333 -0.150 -0.455
H -0.765 1.192 2.186
H -1.508 2.432 1.330
H -2.888 0.600 2.538
C 4.674 -1.291 4.346
C 3.700 -2.012 3.668
C 2.864 -1.369 2.768
C 3.004 -0.003 2.537
C 3.982 0.717 3.218
C 4.814 0.072 4.123
P 1.950 0.736 1.271
C 1.733 2.488 1.724
C 1.342 2.790 3.032
C 0.999 4.086 3.381
C 1.032 5.097 2.427
C 1.416 4.802 1.127
C 1.765 3.504 0.776
C 2.794 0.730 -0.296
C 4.156 0.704 -0.575
C 4.564 0.661 -1.897
C 3.607 0.644 -2.909
C 2.253 0.648 -2.610
C 1.795 0.665 -1.286
H 5.323 -1.791 5.052
H 3.585 -3.073 3.845
H 2.094 -1.929 2.248
H 4.092 1.781 3.048
H 5.570 0.636 4.653
H 1.292 2.001 3.775
H 0.703 4.307 4.398
H 0.762 6.109 2.697
H 1.453 5.584 0.381
H 2.072 3.284 -0.242
H 4.887 0.719 0.226
H 5.617 0.637 -2.145
H 3.928 0.606 -3.943
H 1.555 0.598 -3.437
C -0.471 3.198 -3.097
Se -1.582 1.919 -2.167
C -1.389 0.562 -3.571
C -1.792 -0.859 -3.215
Se -0.457 -1.774 -2.129
C -1.671 -3.029 -1.303
H 0.565 2.868 -3.104
H -0.550 4.147 -2.572
H -0.839 3.320 -4.114
H -0.348 0.601 -3.887
H -1.999 0.928 -4.398
H -1.884 -1.427 -4.142
H -2.726 -0.904 -2.660
H -2.103 -3.647 -2.087
H -2.427 -2.471 -0.754
H -1.075 -3.645 -0.636
O -0.200 -0.374 3.142
C -0.500 -1.329 2.423
O -0.392 -1.393 1.143
C -1.016 -2.594 3.065
C -0.786 -2.836 4.413
C -1.261 -3.994 5.017
C -1.988 -4.916 4.278
C -2.201 -4.642 2.941
C -1.736 -3.510 2.313
N -2.967 -5.626 2.130
O -3.578 -6.488 2.727
O -2.865 -5.553 0.923
H -0.232 -2.100 4.981
H -1.069 -4.181 6.064
H -2.386 -5.821 4.713
H -1.952 -3.319 1.275
```



#2
This record from the OMol25 dataset describes C30H31N3O6PRuSe2 as an isolated structure. The level of theory is ωB97M-V/def2-TZVPD.

As for the expectation value of S²: 8.763. As for the multiplicity: 6. For the HOMO energy (spin up / spin down), the calculation gives -7.7 / -8.3 eV.

XYZ file:
```
74
C30H31N3O6PRuSe2 (ωB97M-V/def2-TZVPD)
Ru -0.944 -0.864 -0.138
N -2.942 -1.006 1.345
N -3.808 -2.007 0.902
C -3.583 -2.625 -0.339
O -4.500 -3.266 -0.834
O -2.406 -2.473 -0.831
H -2.636 -1.184 2.292
H -3.350 -0.081 1.268
H -4.773 -1.948 1.178
C 4.642 0.579 4.734
C 3.350 0.583 5.236
C 2.272 0.443 4.374
C 2.476 0.287 3.006
C 3.779 0.287 2.508
C 4.854 0.436 3.370
P 1.015 -0.037 1.938
C 1.626 0.571 0.316
C 1.535 -0.174 -0.869
C 1.751 0.453 -2.098
C 2.076 1.795 -2.152
C 2.211 2.526 -0.976
C 1.964 1.923 0.244
C 1.038 -1.862 1.836
C 1.959 -2.693 2.476
C 1.716 -4.057 2.527
C 0.564 -4.587 1.959
C -0.339 -3.764 1.297
C -0.107 -2.397 1.227
H 5.487 0.691 5.402
H 3.185 0.702 6.299
H 1.261 0.452 4.765
H 3.952 0.165 1.447
H 5.863 0.438 2.975
H 1.444 -1.258 -0.823
H 1.670 -0.121 -3.013
H 2.248 2.269 -3.110
H 2.485 3.572 -1.012
H 2.025 2.498 1.161
H 2.840 -2.270 2.942
H 2.418 -4.707 3.035
H 0.371 -5.651 2.032
H -1.229 -4.196 0.855
C 1.732 -3.695 -2.732
Se -0.014 -3.584 -1.837
C -1.047 -3.401 -3.476
C -0.875 -2.034 -4.109
Se -1.467 -0.553 -2.948
C -3.349 -0.852 -3.260
H 1.678 -4.438 -3.525
H 2.469 -4.000 -1.994
H 2.016 -2.729 -3.146
H -2.077 -3.593 -3.181
H -0.726 -4.186 -4.163
H -1.450 -1.966 -5.034
H 0.174 -1.845 -4.341
H -3.514 -0.843 -4.334
H -3.876 -0.034 -2.781
H -3.647 -1.803 -2.826
O -2.770 1.111 -0.970
C -1.990 1.838 -0.323
O -1.118 1.383 0.474
C -2.127 3.329 -0.403
C -3.353 3.925 -0.676
C -3.475 5.308 -0.671
C -2.373 6.104 -0.413
C -1.148 5.497 -0.178
C -1.017 4.119 -0.157
N 0.033 6.316 0.058
O -0.133 7.483 0.349
O 1.123 5.785 -0.053
H -4.209 3.298 -0.890
H -4.433 5.768 -0.871
H -2.437 7.183 -0.394
H -0.061 3.667 0.055
```



Unit: kcal/mol. Relative energies: #1 0.0; #2 18.9.



#1
This record from the OMol25 dataset describes a 3-piece molecular cluster, C6H18N2O overall. The level of theory is ωB97M-V/def2-TZVPD.

As for the multiplicity: 1. For the HOMO energy (spin up / spin down), the calculation gives -7.5 / -7.5 eV.

XYZ file:
```
27
C6H18N2O (ωB97M-V/def2-TZVPD)
C 1.536 -0.355 -0.185
C -1.595 -0.210 -0.518
C 2.730 0.477 -0.615
C 1.174 -1.406 -1.211
C -2.526 0.994 -0.713
C -2.058 -1.111 0.620
N 1.677 -0.904 1.076
H -1.540 -0.749 -1.462
H 0.966 -1.584 1.314
H 1.652 -0.138 1.759
H 3.614 -0.155 -0.718
H 2.517 0.946 -1.574
H 2.927 1.260 0.112
H 0.279 -1.959 -0.933
H 1.090 -0.976 -2.206
H 1.978 -2.142 -1.266
H -3.547 0.685 -0.949
H -2.154 1.644 -1.506
H -2.523 1.604 0.192
H -1.423 -1.995 0.717
H -1.991 -0.568 1.564
H -3.092 -1.442 0.487
N 0.095 1.750 1.772
O 0.563 1.214 0.535
H -0.627 0.411 -0.071
H -0.584 2.475 1.542
H 0.862 2.233 2.238
```



#2
This record from the OMol25 dataset describes a 2-piece molecular cluster, C6H18N2O overall. The level of theory is ωB97M-V/def2-TZVPD.

As for the multiplicity: 1. For the HOMO energy, the calculation gives -8.7 eV. Its structure (SMILES) is CC(C)NC[C@H](C)N.O.

XYZ file:
```
27
C6H18N2O (ωB97M-V/def2-TZVPD)
C -2.271 -1.096 1.523
C -1.709 0.310 1.207
C -2.445 1.284 0.286
N -0.256 0.326 0.902
C 0.142 0.180 -0.484
C 1.282 -0.888 -0.667
C 1.832 -0.676 -2.075
N 0.837 -2.315 -0.596
H -3.083 -1.201 0.810
H -2.693 -1.229 2.518
H -1.568 -1.913 1.357
H -1.757 0.762 2.240
H -3.497 1.022 0.243
H -2.298 1.190 -0.794
H -2.152 2.285 0.608
H 0.199 -0.382 1.462
H -0.603 0.077 -1.265
H 0.652 1.042 -0.959
H 1.971 -0.831 0.169
H 2.826 -1.090 -2.217
H 1.248 -1.241 -2.837
H 1.864 0.332 -2.509
H -0.013 -2.417 -1.146
H 0.541 -2.429 0.371
O 2.410 2.579 0.141
H 2.304 3.064 -0.671
H 1.802 1.839 0.122
```



Unit: kcal/mol. Relative energies: #1 84.2; #2 0.0.